Entry from OMol25: a structure of composition C39H66AsCl2I2O7P2SiTeY in a non-equilibrium geometry (wB97M-V/def2-TZVPD).

Last column: Mulliken charge in e.
Geometry (Å):
Y: -1.104 0.500 0.490  -0.71
O: -1.054 0.243 -2.435  -0.01
H: -1.999 0.431 -2.532  -0.15
H: -0.591 0.814 -3.058  0.24
I: -1.949 -2.261 -0.576  0.18
I: -4.264 -5.438 0.086  -0.42
Cl: 2.701 3.103 2.756  -0.16
C: 1.173 2.623 3.495  0.29
Cl: 1.490 1.670 4.963  -0.18
C: 0.328 1.742 2.551  -0.49
O: 0.921 1.055 1.690  -0.26
O: -0.914 1.753 2.707  -0.30
H: 0.625 3.513 3.785  0.41
C: -3.796 -0.946 3.388  -1.21
As: -1.887 -1.116 2.927  1.63
C: -1.742 -3.074 3.210  -0.90
C: -1.239 -0.579 4.691  -1.00
H: -3.910 -0.978 4.471  0.49
H: -4.380 -1.752 2.951  0.31
H: -4.171 0.009 3.021  0.21
H: -2.056 -3.323 4.223  0.42
H: -0.704 -3.385 3.078  0.15
H: -2.357 -3.633 2.504  0.21
H: -1.629 -1.249 5.456  0.51
H: -1.584 0.436 4.878  0.38
H: -0.151 -0.576 4.732  -0.25
C: -0.283 6.373 2.374  -0.56
C: 0.750 6.167 1.471  -0.65
C: 0.672 5.126 0.556  -0.31
C: -0.430 4.268 0.516  0.24
C: -1.467 4.509 1.421  -0.01
C: -1.397 5.544 2.342  -0.67
Si: -0.469 2.791 -0.700  1.84
C: -1.474 3.420 -2.208  0.22
C: -0.820 3.916 -3.339  -0.21
C: -1.525 4.403 -4.432  -0.63
C: -2.912 4.407 -4.417  -0.57
C: -3.584 3.913 -3.306  -0.62
C: -2.871 3.423 -2.221  -0.25
H: -0.222 7.175 3.100  0.38
H: 1.622 6.810 1.487  0.39
H: 1.488 4.966 -0.140  0.31
H: -2.344 3.870 1.416  0.27
H: -2.208 5.701 3.044  0.39
H: 0.915 2.895 -1.291  -0.62
H: 0.265 3.925 -3.357  0.36
H: -0.990 4.785 -5.294  0.40
H: -3.467 4.794 -5.263  0.39
H: -4.668 3.912 -3.289  0.48
H: -3.414 3.035 -1.363  0.29
C: -7.863 1.086 0.845  -1.37
C: -6.998 0.510 -0.258  0.02
O: -5.652 0.954 -0.081  -0.25
P: -4.377 -0.025 -0.245  -0.23
O: -3.288 0.609 0.596  -1.05
Te: -4.603 -2.678 -0.064  -0.02
O: -3.890 0.295 -1.790  0.02
C: -4.819 0.007 -2.845  -0.08
C: -4.155 -0.784 -3.955  -1.36
H: -8.903 0.804 0.684  0.40
H: -7.779 2.173 0.848  0.31
H: -7.532 0.713 1.814  0.30
H: -7.353 0.847 -1.235  0.28
H: -7.050 -0.585 -0.246  0.24
H: -5.200 0.958 -3.225  0.25
H: -5.664 -0.570 -2.454  0.32
H: -3.259 -0.278 -4.316  0.26
H: -4.848 -0.880 -4.791  0.46
H: -3.876 -1.780 -3.609  0.26
O: 0.707 -1.017 -0.062  1.29
P: 2.031 -1.742 -0.032  -1.77
C: 2.008 -2.948 -1.423  0.82
C: 3.229 -3.881 -1.620  -0.58
C: 3.823 -3.766 -3.025  -0.85
C: 2.772 -4.020 -4.109  -0.87
C: 1.457 -3.252 -3.837  -0.87
C: 1.629 -2.223 -2.722  0.41
C: 3.378 -0.494 -0.102  0.64
C: 4.795 -1.034 -0.326  -0.23
C: 5.748 0.150 -0.494  -1.10
C: 5.451 0.924 -1.794  -0.84
C: 4.014 0.686 -2.276  -0.99
C: 3.036 0.641 -1.103  0.20
C: 2.117 -2.700 1.541  0.63
C: 3.460 -3.377 1.889  -0.93
C: 4.231 -2.577 2.937  -0.60
C: 3.469 -2.533 4.268  -1.31
C: 1.948 -2.443 4.042  -0.91
C: 1.628 -1.805 2.695  0.74
H: 1.141 -3.558 -1.141  1.04
H: 2.913 -4.914 -1.460  0.46
H: 4.013 -3.674 -0.892  -0.02
H: 4.639 -4.484 -3.127  0.61
H: 4.262 -2.774 -3.159  0.09
H: 2.565 -5.090 -4.164  0.33
H: 3.188 -3.724 -5.074  0.37
H: 0.669 -3.950 -3.538  0.37
H: 1.112 -2.753 -4.743  0.42
H: 0.705 -1.663 -2.585  -0.52
H: 2.402 -1.505 -3.002  -0.23
H: 3.318 -0.072 0.909  0.61
H: 4.837 -1.657 -1.224  -0.12
H: 5.113 -1.650 0.516  0.29
H: 6.780 -0.205 -0.490  0.45
H: 5.635 0.811 0.370  0.40
H: 6.146 0.618 -2.578  0.39
H: 5.610 1.992 -1.628  0.33
H: 3.973 -0.252 -2.835  0.01
H: 3.715 1.477 -2.966  0.62
H: 2.011 0.539 -1.462  -0.38
H: 3.079 1.597 -0.578  0.35
H: 1.359 -3.474 1.367  0.67
H: 4.076 -3.514 1.001  0.14
H: 3.263 -4.376 2.287  0.55
H: 4.383 -1.556 2.575  0.11
H: 5.220 -3.015 3.085  0.57
H: 3.811 -1.671 4.843  0.37
H: 3.697 -3.423 4.859  0.42
H: 1.489 -1.857 4.839  0.37
H: 1.500 -3.442 4.078  0.40
H: 2.083 -0.813 2.645  0.00
H: 0.555 -1.649 2.598  -1.43

Results
HOMO energy (eV): -7.33
Energy relative to the best compared isomer or geometry (same formula, charge and spin) (kcal/mol): 34.0
Net charge: 0
Gap between HOMO and LUMO (Eh): 0.2236
E_LUMO (eV): -1.24
DFT total energy (Ha): -7082.8001